No. 1
Molecular formula: C7H19N2Si
Method: DFT, the ωB97M-V functional and the def2-TZVPD basis

Structure (ORCA input):
```
! RIJCOSX wB97M-V def2-TZVPD def2/J DEFGRID3
* xyz 1 1
C -5.498 0.256 -0.588
C -4.207 -0.038 -0.571
C 0.472 -2.315 -0.649
C 1.519 -1.735 1.383
C 1.515 1.686 0.833
C 3.387 1.412 -0.708
C 1.753 -0.340 -0.533
N 1.283 -1.402 0.145
N 2.438 0.723 0.190
Si -3.089 0.327 0.890
H -6.136 0.038 -1.430
H -5.980 0.738 0.248
H -3.782 -0.519 -1.444
H -0.581 -2.048 -0.552
H 0.759 -2.260 -1.697
H 0.605 -3.337 -0.298
H -1.684 0.093 0.448
H 1.192 -2.685 1.752
H 2.057 -1.096 2.059
H 0.933 2.187 0.061
H 0.829 1.162 1.498
H 2.069 2.429 1.404
H 4.069 0.688 -1.146
H 2.836 1.903 -1.509
H 3.956 2.159 -0.158
H 1.207 -0.016 -1.398
H 2.987 0.262 0.928
H -3.162 1.723 1.312
H -3.330 -0.579 2.012
*
```

Output
LUMO level (alpha / beta), eV: -2.99 / -2.99
Energy above the lowest of the compared OMol25 structures with the same formula, charge and spin, eV: 1.819
Frontier orbital gap (alpha / beta), eV: 8.593 / 8.592

Here are the Mulliken charges for atoms 1 to 5, given in e:
1 C -0.684
2 C -0.132
3 C -1.117
4 C -0.429
5 C -0.859

=====

No. 2
Molecular formula: C7H19NO2
Method: DFT, the ωB97M-V functional and the def2-TZVPD basis

Structure (ORCA input):
```
! RIJCOSX wB97M-V def2-TZVPD def2/J DEFGRID3
* xyz 0 1
C -1.636 1.823 0.943
C -1.914 -1.182 0.359
C -2.193 -0.841 1.730
N -1.704 -2.430 -0.075
O -0.560 1.936 1.852
O -1.225 1.980 -0.405
H 0.097 1.268 1.623
H -0.908 2.889 -0.559
H -2.352 2.597 1.240
H -1.886 -0.390 -0.378
H -1.582 -3.197 0.565
H -1.659 -2.638 -1.059
H -2.589 0.233 1.608
H -1.317 -0.571 2.339
H -2.750 -1.624 2.265
C 2.064 -0.178 -0.998
C 0.968 -0.314 -2.061
C 1.644 -0.859 0.308
C 2.408 1.296 -0.760
H 2.965 -0.684 -1.364
H 3.206 1.404 -0.020
H 1.295 0.100 -3.019
H 0.704 -1.363 -2.226
H 0.073 0.231 -1.750
H 1.466 -1.928 0.163
H 2.405 -0.746 1.084
H 0.709 -0.429 0.678
H 2.740 1.777 -1.684
H 1.531 1.839 -0.398
*
```

Output
LUMO level (alpha / beta), eV: 0.27 / 0.88
Energy above the lowest of the compared OMol25 structures with the same formula, charge and spin, eV: 3.834
Frontier orbital gap (alpha / beta), eV: 5.742 / 8.774

Here are the Mulliken charges for atoms 1 to 5, given in e:
1 C -0.300
2 C -0.219
3 C -0.911
4 N -0.348
5 O -0.514

=====

No. 3
Molecular formula: C7H20Cl2N6O8P
Method: DFT, the ωB97M-V functional and the def2-TZVPD basis

Structure (ORCA input):
```
! RIJCOSX wB97M-V def2-TZVPD def2/J DEFGRID3
* xyz 1 1
C 1.866 -3.882 2.136
C 2.216 -2.379 2.240
C 2.231 -1.595 0.916
Cl 2.719 -2.619 -0.446
N 1.001 -0.821 0.546
C 0.911 0.362 1.234
N 1.110 0.587 2.590
N 0.633 1.434 0.562
Cl 0.372 1.412 -1.095
P -0.593 -1.665 0.419
O -1.036 -2.309 1.882
O -0.406 -2.902 -0.585
H 1.266 -4.148 2.997
H 2.778 -4.456 2.204
H 1.285 -4.130 1.263
H 3.204 -2.304 2.673
H 1.525 -1.954 2.954
H 3.033 -0.870 0.989
H 2.081 0.451 2.852
H 0.510 0.009 3.161
H 0.587 2.324 1.070
H -0.982 -1.666 2.599
H -0.258 -3.764 -0.157
C -0.035 -0.786 -4.196
N 0.233 -0.166 -5.522
O 0.127 -0.864 -6.504
O 0.544 1.009 -5.513
H -0.298 -1.826 -4.338
H 0.874 -0.692 -3.608
H -0.856 -0.237 -3.742
C 0.364 5.495 -0.668
N 0.119 5.135 0.756
O 0.375 5.946 1.601
O -0.347 4.016 0.980
H 0.765 6.500 -0.701
H 1.072 4.776 -1.071
H -0.588 5.434 -1.188
C -4.309 0.007 0.686
N -3.734 0.354 -0.643
O -3.124 -0.510 -1.239
O -3.914 1.486 -1.038
H -4.069 -1.026 0.905
H -3.868 0.679 1.416
H -5.383 0.156 0.626
*
```

Output
LUMO level, eV: -4.41
Energy above the lowest of the compared OMol25 structures with the same formula, charge and spin, eV: 0.570
Frontier orbital gap, eV: 8.097

Here are the Mulliken charges for atoms 1 to 5, given in e:
1 C -1.231
2 C -0.234
3 C -0.460
4 Cl -0.090
5 N 0.222

=====

No. 4
Molecular formula: C7H20HfN4P
Method: DFT, the ωB97M-V functional and the def2-TZVPD basis

Structure (ORCA input):
```
! RIJCOSX wB97M-V def2-TZVPD def2/J DEFGRID3
* xyz 1 1
C -2.376 -2.447 -2.903
Hf -1.264 -0.645 -2.276
N -1.665 1.418 -3.238
H -1.351 -1.291 -0.696
H -2.226 0.454 -1.380
H -2.969 -2.590 -1.969
H -1.799 -3.323 -3.208
H -3.127 -2.148 -3.679
H -0.786 1.926 -3.479
H -2.114 1.927 -2.475
H -2.332 1.314 -3.991
C 1.088 1.773 2.085
N -0.025 0.801 2.299
C 0.515 -0.502 2.758
N 1.564 -1.050 1.865
C 2.638 -0.041 1.675
N 2.111 1.239 1.159
C 1.575 1.077 -0.214
P 0.167 -0.070 -0.285
C -0.854 0.647 1.106
C 1.006 -1.469 0.578
H 1.554 1.960 3.072
H 0.691 2.707 1.665
H -0.298 -1.233 2.846
H 0.996 -0.333 3.734
H 3.372 -0.434 0.960
H 3.107 0.120 2.660
H 1.286 2.070 -0.581
H 2.378 0.676 -0.848
H -1.700 -0.022 1.308
H -1.276 1.619 0.809
H 1.812 -1.838 -0.072
H 0.301 -2.293 0.714
*
```

Output
LUMO level, eV: -4.48
Frontier orbital gap, eV: 6.843

Here are the Mulliken charges for atoms 1 to 5, given in e:
1 C -1.364
2 Hf 0.721
3 N -0.829
4 H -0.016
5 H -0.197

=====

No. 5
Molecular formula: C7H20KN4O7
Method: DFT, the ωB97M-V functional and the def2-TZVPD basis

Structure (ORCA input):
```
! RIJCOSX wB97M-V def2-TZVPD def2/J DEFGRID3
* xyz -1 1
K 4.932 1.927 -6.089
C 2.639 4.186 -7.979
O 2.075 4.317 -9.034
O 3.140 5.039 -7.360
O 2.724 3.054 -7.548
C 8.220 0.748 -5.767
C 8.116 1.671 -4.484
O 6.736 1.571 -4.145
H 8.042 -0.272 -5.426
H 9.225 0.752 -6.190
H 7.448 0.991 -6.497
H 8.314 2.735 -4.612
H 8.756 1.345 -3.664
H 6.511 1.729 -3.225
C 7.834 4.537 -8.540
C 6.559 5.132 -8.020
O 5.693 4.136 -7.512
H 8.239 3.888 -7.763
H 8.661 5.224 -8.716
H 7.719 3.875 -9.398
H 6.032 5.807 -8.695
H 6.849 5.603 -7.081
H 4.797 4.480 -7.483
C 2.897 0.294 -2.939
O 3.266 0.673 -4.012
N 2.419 -0.913 -2.757
N 3.246 0.871 -1.821
H 2.196 -1.458 -3.577
H 2.280 -1.219 -1.805
H 3.009 0.539 -0.897
H 3.870 1.664 -1.768
C 4.486 5.210 -3.887
O 4.840 5.385 -2.735
N 4.762 5.972 -4.901
N 3.927 4.010 -4.309
H 5.255 6.809 -4.624
H 4.195 5.777 -5.714
H 3.535 3.860 -5.227
H 3.869 3.329 -3.565
*
```

Output
LUMO level, eV: 1.61
Energy above the lowest of the compared OMol25 structures with the same formula, charge and spin, eV: 2.436
Frontier orbital gap, eV: 2.783

Here are the Mulliken charges for atoms 1 to 5, given in e:
1 K 0.861
2 C 0.478
3 O -0.882
4 O -0.806
5 O -0.736

=====

No. 6
Molecular formula: C7H20N2
Method: DFT, the ωB97M-V functional and the def2-TZVPD basis

Structure (ORCA input):
```
! RIJCOSX wB97M-V def2-TZVPD def2/J DEFGRID3
* xyz 0 1
C 0.255 -0.566 -1.516
C 1.614 -0.982 -2.001
C -0.682 -1.699 -1.213
C -0.375 0.538 -2.317
H -0.704 0.347 0.546
H 2.309 -0.139 -2.068
H 2.065 -1.754 -1.368
H -1.584 -1.355 -0.689
H -1.037 -2.192 -2.134
H -0.211 -2.468 -0.597
H -1.277 0.930 -1.832
H 0.312 1.369 -2.493
H -0.698 0.182 -3.312
H 1.569 -1.418 -3.016
C -0.898 1.098 2.479
C 1.087 1.592 0.283
C -1.944 0.044 2.643
N 0.365 0.363 0.551
N 1.010 -0.710 1.190
H 1.811 -0.992 0.635
H 1.293 -0.411 2.119
H -1.228 2.092 2.191
H -0.126 1.130 3.245
H 0.395 2.330 -0.120
H 1.881 1.422 -0.448
H 1.491 1.995 1.214
H -2.540 -0.068 1.725
H -1.496 -0.932 2.851
H -2.658 0.256 3.452
*
```

Output
LUMO level (alpha / beta), eV: 0.87 / 0.85
Energy above the lowest of the compared OMol25 structures with the same formula, charge and spin, eV: 5.167
Frontier orbital gap (alpha / beta), eV: 6.573 / 7.827

Here are the Mulliken charges for atoms 1 to 5, given in e:
1 C 1.442
2 C -1.645
3 C -1.485
4 C -1.568
5 H 0.201

=====

No. 7
Molecular formula: C7H20N6
Method: DFT, the ωB97M-V functional and the def2-TZVPD basis

Structure (ORCA input):
```
! RIJCOSX wB97M-V def2-TZVPD def2/J DEFGRID3
* xyz 2 1
C 1.982 1.073 0.708
C 0.965 1.364 -1.596
C 1.296 -0.310 0.885
C 1.260 -0.136 -1.578
C 1.257 2.035 -0.261
C -2.024 0.701 2.420
C -0.090 -1.781 -0.381
N -0.745 -3.810 -1.289
N -0.078 -2.635 -1.342
N -2.808 -0.520 0.598
N -1.997 0.468 1.140
N 0.545 -0.598 -0.382
N 0.010 2.456 0.458
H 2.296 1.537 1.693
H 2.974 0.717 0.098
H 1.533 1.812 -2.494
H -0.059 1.706 -1.698
H 2.015 -1.054 1.092
H 0.530 -0.282 1.741
H 0.865 -0.555 -2.498
H 2.273 -0.327 -1.503
H 1.797 3.065 -0.305
H -2.620 0.308 3.256
H -1.328 1.455 2.778
H -1.556 -3.992 -0.566
H -0.697 -2.066 0.505
H -0.676 -4.481 -2.050
H 0.567 -2.651 -2.119
H -3.530 -0.912 1.251
H -3.187 -0.437 -0.296
H -0.370 3.108 -0.262
H 0.254 3.045 1.228
H -0.655 1.695 0.767
*
```

Output
LUMO level, eV: -6.03
Energy above the lowest of the compared OMol25 structures with the same formula, charge and spin, eV: 1.000
Frontier orbital gap, eV: 9.661

Here are the Mulliken charges for atoms 1 to 5, given in e:
1 C -0.864
2 C -0.761
3 C -0.690
4 C -1.005
5 C -0.015

=====

No. 8
Molecular formula: C7H20N6OP
Method: DFT, the ωB97M-V functional and the def2-TZVPD basis

Structure (ORCA input):
```
! RIJCOSX wB97M-V def2-TZVPD def2/J DEFGRID3
* xyz 1 1
C -2.345 -0.223 -0.303
C 2.451 -0.172 -0.247
C -3.179 -2.372 0.511
C -3.976 1.303 -1.390
C 3.838 -2.138 -0.837
C 3.286 1.986 0.542
C 0.241 0.858 2.110
N -1.210 -0.540 0.270
N -3.366 -1.010 0.071
N -2.676 0.787 -1.105
N 3.627 -0.749 -0.586
N 2.217 0.989 0.264
N 1.252 -0.855 -0.192
O -0.201 2.016 -0.802
P 0.135 0.332 0.343
H -4.193 -2.703 0.734
H -2.811 -3.085 -0.259
H -2.465 -2.448 1.320
H -4.530 0.526 -1.916
H -4.595 1.509 -0.500
H -3.878 2.261 -1.854
H 4.384 -2.297 -1.829
H 4.309 -2.754 -0.069
H 2.789 -2.548 -0.915
H 4.194 1.714 -0.207
H 2.963 2.922 0.309
H 3.801 1.830 1.510
H -0.384 1.576 2.586
H 0.082 -0.047 2.765
H 1.206 1.264 2.482
H -4.174 -0.996 -0.495
H -1.974 1.376 -1.528
H 4.389 -0.005 -0.512
H 0.325 2.773 -0.517
H 0.953 -1.679 -0.742
*
```

Output
LUMO level, eV: -2.72
Energy above the lowest of the compared OMol25 structures with the same formula, charge and spin, eV: 0.297
Frontier orbital gap, eV: 9.824

Here are the Mulliken charges for atoms 1 to 5, given in e:
1 C 0.520
2 C 0.609
3 C -0.868
4 C -1.065
5 C -0.722

=====

What did the third record say?
Molecular formula: C7H20Cl2N6O8P
Method: DFT, the ωB97M-V functional and the def2-TZVPD basis

Structure (ORCA input):
```
! RIJCOSX wB97M-V def2-TZVPD def2/J DEFGRID3
* xyz 1 1
C 1.866 -3.882 2.136
C 2.216 -2.379 2.240
C 2.231 -1.595 0.916
Cl 2.719 -2.619 -0.446
N 1.001 -0.821 0.546
C 0.911 0.362 1.234
N 1.110 0.587 2.590
N 0.633 1.434 0.562
Cl 0.372 1.412 -1.095
P -0.593 -1.665 0.419
O -1.036 -2.309 1.882
O -0.406 -2.902 -0.585
H 1.266 -4.148 2.997
H 2.778 -4.456 2.204
H 1.285 -4.130 1.263
H 3.204 -2.304 2.673
H 1.525 -1.954 2.954
H 3.033 -0.870 0.989
H 2.081 0.451 2.852
H 0.510 0.009 3.161
H 0.587 2.324 1.070
H -0.982 -1.666 2.599
H -0.258 -3.764 -0.157
C -0.035 -0.786 -4.196
N 0.233 -0.166 -5.522
O 0.127 -0.864 -6.504
O 0.544 1.009 -5.513
H -0.298 -1.826 -4.338
H 0.874 -0.692 -3.608
H -0.856 -0.237 -3.742
C 0.364 5.495 -0.668
N 0.119 5.135 0.756
O 0.375 5.946 1.601
O -0.347 4.016 0.980
H 0.765 6.500 -0.701
H 1.072 4.776 -1.071
H -0.588 5.434 -1.188
C -4.309 0.007 0.686
N -3.734 0.354 -0.643
O -3.124 -0.510 -1.239
O -3.914 1.486 -1.038
H -4.069 -1.026 0.905
H -3.868 0.679 1.416
H -5.383 0.156 0.626
*
```

Output
LUMO level, eV: -4.41
Energy above the lowest of the compared OMol25 structures with the same formula, charge and spin, eV: 0.570
Frontier orbital gap, eV: 8.097

Here are the Mulliken charges for atoms 1 to 5, given in e:
1 C -1.231
2 C -0.234
3 C -0.460
4 Cl -0.090
5 N 0.222